No. 1
A molecular structure, C18H23N4OPdS. Source: OMol25; level of theory: ωB97M-V/def2-TZVPD.

```
48
Properties=species:S:1:pos:R:3
Pd -0.37365 0.46678 0.32177
C 2.85005 1.82942 -2.25379
C 1.41107 1.39362 -2.23551
O 1.07147 0.29744 -1.79133
N 0.52023 2.26660 -2.75390
C -0.91087 2.01801 -2.78516
C -1.62622 2.84098 -1.74427
C -2.35761 3.96466 -2.08873
C -2.92435 4.73687 -1.08453
C -2.73042 4.36583 0.23396
C -1.99102 3.22505 0.49548
N -1.46065 2.46779 -0.46738
H 3.38079 1.32589 -1.44912
H 2.95507 2.90800 -2.14056
H 3.29828 1.53819 -3.20504
H 0.85005 3.18568 -2.99953
H -1.05522 0.95698 -2.60037
H -1.29929 2.24024 -3.77814
H -2.47897 4.23201 -3.13035
H -3.50078 5.61878 -1.33130
H -3.13954 4.94273 1.05102
H -1.81008 2.89840 1.51223
C 2.05738 -2.06488 -0.08587
N 2.11293 -2.73879 1.23910
C 2.04848 -4.21612 1.10827
C 1.09944 -2.18294 2.21040
C -0.32968 -2.23549 1.78013
C -1.12284 -3.32486 2.14873
C -2.47351 -3.36948 1.85454
C -3.06618 -2.30625 1.18735
C -2.29764 -1.21005 0.82761
C -0.93980 -1.18392 1.10005
H 2.92277 -2.36979 -0.66892
H 2.06499 -0.99283 0.05761
H 1.14260 -2.36616 -0.59061
H 3.01524 -2.48616 1.65835
H 1.06314 -4.48668 0.73596
H 2.21817 -4.67015 2.08151
H 2.81096 -4.54220 0.40609
H 1.41850 -1.17109 2.36757
H 1.24308 -2.72715 3.14301
H -0.67513 -4.13282 2.71828
H -3.06927 -4.21469 2.17073
H -4.12435 -2.31864 0.96244
H -2.76600 -0.37083 0.30997
S 3.67414 0.11419 2.05483
C 2.18982 0.71656 1.82424
N 1.10448 1.13129 1.62317
```

**Kohn-Sham gap**: 7.408 eV
**Charge**: +1
**ΔE to the lowest compared entry with this formula, charge and spin**: 119.33 kJ/mol
**E**: -41356.1728 eV



No. 2
A molecular structure, C18H23N7Zn. Source: OMol25; level of theory: ωB97M-V/def2-TZVPD.

```
49
Properties=species:S:1:pos:R:3
Zn -0.20825 0.62644 -0.98046
C -2.60984 1.95436 0.49990
N -1.27667 2.41769 0.06370
C -0.36756 2.84301 1.15154
C 0.76601 1.88107 1.37384
N 0.97553 0.79955 0.65565
C 2.13310 0.20265 1.17730
C 2.79424 -0.97301 0.82698
C 3.92668 -1.30334 1.54279
C 4.39249 -0.49443 2.59383
C 3.73617 0.66100 2.96249
C 2.60043 0.98457 2.22963
N 1.69879 2.04288 2.32676
C -2.74387 0.46762 0.36288
N -1.85333 -0.28838 -0.23449
C -2.33626 -1.60313 -0.15512
C -1.78925 -2.80946 -0.58773
C -2.52104 -3.95695 -0.36110
C -3.76565 -3.91624 0.28930
C -4.31080 -2.73005 0.73400
C -3.56562 -1.58186 0.49576
N -3.78615 -0.24366 0.81838
H -3.37147 2.43812 -0.11288
H -2.81075 2.24556 1.53231
H -1.41971 3.21414 -0.54162
H -0.91567 2.97272 2.08665
H 0.04834 3.82176 0.90684
H 2.42840 -1.62684 0.04396
H 4.46579 -2.20916 1.29977
H 5.28256 -0.79114 3.13226
H 4.08773 1.27548 3.78237
H 1.73004 2.78284 3.01059
H -0.82500 -2.85804 -1.07784
H -2.13116 -4.91193 -0.68745
H -4.30691 -4.83882 0.44992
H -5.26505 -2.70159 1.24510
H -4.59280 0.12294 1.29872
N 0.56218 -0.82344 -2.38830
C 1.40390 -0.15071 -3.41328
C 2.00642 1.10516 -2.81447
N 0.89792 1.95654 -2.31000
H 1.13501 -1.46661 -1.84864
H -0.14659 -1.39702 -2.83446
H 0.76394 0.11106 -4.25666
H 2.18562 -0.80773 -3.78754
H 2.61404 1.62385 -3.55358
H 2.64659 0.85104 -1.96718
H 0.36096 2.29061 -3.10786
H 1.27652 2.79087 -1.87255
```

**Kohn-Sham gap**: 9.092 eV
**Charge**: +2
**E**: -77878.5213 eV



No. 3
4 unconnected molecules or ions with the total composition C18H23NO8. Source: OMol25; level of theory: ωB97M-V/def2-TZVPD.

```
50
Properties=species:S:1:pos:R:3
C -23.03982 23.10093 -21.31689
C -24.01819 22.62688 -22.14265
C -25.26697 22.30003 -21.55088
C -25.56023 22.59561 -20.22793
C -24.51149 23.08780 -19.42196
C -23.23491 23.41877 -19.93060
N -26.81576 22.25088 -19.59274
O -27.74312 22.02166 -20.36466
O -27.00051 22.29415 -18.31380
H -22.07107 23.42549 -21.66701
H -23.89655 22.44453 -23.20016
H -26.17511 22.03972 -22.07426
H -24.65268 23.17220 -18.35457
H -22.39146 23.76292 -19.35047
O -23.06363 23.85915 -17.53201
C -21.96380 23.30383 -17.57577
O -21.17089 23.40547 -18.60181
C -19.91558 22.90426 -18.27637
C -20.26139 21.71696 -17.41028
C -21.51575 22.08996 -16.68150
H -19.32011 23.54972 -17.63070
H -19.36971 22.67614 -19.19184
H -19.48295 21.59630 -16.65691
H -20.36917 20.73946 -17.88036
H -21.42803 22.47634 -15.66605
H -22.38593 21.44890 -16.82260
O -22.14009 21.23074 -19.27211
C -23.22339 20.74664 -19.67512
O -24.41095 20.64514 -18.83611
C -25.39603 19.94102 -19.46348
C -25.00661 19.88216 -20.98836
C -23.45408 20.04328 -21.02562
H -26.39500 20.35220 -19.31827
H -25.36055 18.95592 -18.99828
H -25.45920 20.63362 -21.63533
H -25.19377 18.84180 -21.25426
H -23.02673 20.38444 -21.96853
H -23.06250 19.05843 -20.77102
O -25.60594 23.13742 -23.65669
C -26.77046 23.33732 -23.33521
O -27.22554 23.33106 -22.05959
C -28.50844 24.09761 -21.98981
C -28.77067 24.59786 -23.39587
C -27.70717 23.99026 -24.25130
H -28.46587 25.00071 -21.38097
H -29.26927 23.35400 -21.75261
H -28.82185 25.68661 -23.40521
H -29.66467 24.28963 -23.93798
H -27.33195 24.75863 -24.92725
H -28.20320 23.31611 -24.94957
```

**Kohn-Sham gap**: 7.857 eV
**SMILES string**: O=[N+]([O-])c1ccccc1.O=C1CCCO1.O=C1CCCO1.O=C1CCCO1
**Charge**: 0
**ΔE to the lowest compared entry with this formula, charge and spin**: 1179.35 kJ/mol
**E**: -36898.3563 eV



No. 4
3 unconnected molecules or ions with the total composition C18H23NO8. Source: OMol25; level of theory: ωB97M-V/def2-TZVPD.

```
50
Properties=species:S:1:pos:R:3
C 3.09762 -1.33950 -0.06238
C 2.15552 -0.47844 0.31587
N 1.82629 0.66628 -0.49219
C 1.47299 0.11750 -1.79931
O 2.12123 0.14629 -2.78492
C 0.06398 -0.37857 -1.62874
C -0.61812 -1.36590 -2.31564
C -1.93210 -1.60068 -1.94197
C -2.51972 -0.84888 -0.93230
C -1.82942 0.14306 -0.23990
C -0.50752 0.36279 -0.60160
C 0.58458 1.31145 -0.09723
O 0.53859 2.37017 0.43364
H 3.02842 -2.35818 0.28741
H 3.90381 -1.07133 -0.72702
H 1.60328 -0.62186 1.23709
H -0.12391 -1.92762 -3.09397
H -2.50046 -2.37249 -2.43818
H -3.55186 -1.03662 -0.67422
H -2.28614 0.73126 0.54114
C -0.36706 -5.16685 4.71124
C 1.12634 -5.29622 4.50135
O 1.69176 -4.08606 3.97618
C 1.90846 -3.12323 4.87187
O 1.69422 -3.18931 6.05367
O 2.40192 -2.06510 4.22668
C 2.62736 -0.92185 5.05590
H -0.85357 -4.83984 3.79124
H -0.79212 -6.12348 5.01444
H -0.59014 -4.43047 5.48258
H 1.33717 -6.06259 3.75769
H 1.63640 -5.57924 5.42142
H 3.23396 -1.17973 5.92070
H 1.67778 -0.49544 5.37581
H 3.15978 -0.19755 4.44588
C -0.48725 4.12236 -5.78011
C -1.86607 4.64944 -5.44444
O -2.46640 3.90828 -4.37262
C -2.04880 4.23830 -3.15033
O -1.25259 5.09848 -2.87970
O -2.66814 3.44534 -2.27580
C -2.26721 3.64383 -0.91601
H -0.52761 3.05084 -5.98018
H -0.08972 4.63067 -6.65852
H 0.20219 4.27710 -4.95085
H -2.53445 4.52492 -6.29468
H -1.83930 5.71028 -5.19744
H -2.38261 4.68583 -0.62829
H -1.25851 3.27043 -0.77204
H -2.93286 3.05214 -0.29123
```

**Kohn-Sham gap**: 9.024 eV
**SMILES string**: C=CN1C(=O)c2ccccc2C1=O.CCOC(=O)OC.CCOC(=O)OC
**Charge**: 0
**ΔE to the lowest compared entry with this formula, charge and spin**: 254.47 kJ/mol
**E**: -36907.9421 eV



No. 5
A molecular structure, C18H24BN11ORbSTe4. Source: OMol25; level of theory: ωB97M-V/def2-TZVPD.

```
61
Properties=species:S:1:pos:R:3
Rb 0.36858 0.99498 -0.91290
C -2.65884 -2.90794 -0.70813
C -2.60271 -1.59314 -1.19700
N -1.41908 -1.31697 -1.71815
N -0.68535 -2.44690 -1.59073
C -1.40504 -3.40822 -0.97360
B 0.81653 -2.59060 -2.02132
N 1.74421 -2.40725 -0.80632
C 1.94026 -3.27216 0.20909
C 2.75770 -2.67306 1.13673
C 3.01051 -1.40508 0.58944
N 2.39740 -1.24278 -0.57151
N 1.20192 -1.63601 -3.18305
C 1.99520 -1.95577 -4.23075
C 2.12862 -0.84270 -5.02798
C 1.35799 0.13526 -4.37309
N 0.81866 -0.34756 -3.26928
N 0.95379 -4.03561 -2.57749
C 0.10122 -4.60316 -3.45731
C 0.63123 -5.80951 -3.85180
C 1.84545 -5.88594 -3.14398
N 2.03712 -4.81759 -2.38754
H -3.47914 -3.41045 -0.22483
H -3.36271 -0.82779 -1.17395
H -0.97627 -4.37635 -0.77375
H 1.50140 -4.25470 0.18777
H 3.09772 -3.07493 2.07498
H 3.60758 -0.60001 0.98917
H 2.40975 -2.94653 -4.32064
H 2.70015 -0.75370 -5.93592
H 1.18075 1.16501 -4.64337
H -0.81283 -4.10195 -3.72998
H 0.20723 -6.52010 -4.54040
H 2.58710 -6.67018 -3.15086
Te -0.72951 2.94795 1.73835
Te -2.11625 3.60227 3.82997
Te 0.52621 0.53194 5.08688
Te 0.98746 0.93845 2.51400
C -5.83399 0.58404 1.41389
N -4.50451 0.84852 0.92278
C -4.36453 2.06788 0.14528
C -3.36616 0.27947 1.44049
O -2.26319 0.52551 0.98527
N -3.55618 -0.62678 2.49971
C -2.41090 -1.51858 2.68840
C -3.93121 0.00278 3.76953
H -6.52831 0.58216 0.56867
H -6.16860 1.35085 2.12354
H -5.86234 -0.38723 1.90019
H -5.09197 2.05973 -0.67002
H -3.36097 2.12197 -0.26524
H -4.53176 2.95082 0.77115
H -2.13332 -1.96756 1.73830
H -2.71273 -2.30308 3.38571
H -1.54399 -0.99493 3.10231
H -4.61818 0.83141 3.61130
H -3.04789 0.40396 4.27821
H -4.41292 -0.73668 4.41454
S 0.82393 6.18239 0.20128
C 0.74078 4.76366 -0.66325
N 0.66922 3.77719 -1.28592
```

**Kohn-Sham gap (alpha / beta)**: 4.975 / 4.920 eV
**2S+1**: 2
**Charge**: -2
**ΔE to the lowest compared entry with this formula, charge and spin**: 0.00 kJ/mol
**<S²>**: 0.758
**E**: -78840.2546 eV



Asked for strongest force on any atom across the records above, the calculation gives 0.014; 0.006; 0.104; 0.025; 0.018 hartree/bohr in order.